{
  "formula": "C16H22N4O3S",
  "method": "ωB97M-V/def2-TZVPD",
  "symbols": ["C", "H", "O", "C", "C", "N", "C", "H", "C", "N", "C", "O", "C", "H", "C", "C", "N", "N", "C", "C", "C", "S", "C", "C", "H", "H", "H", "O", "H", "H", "H", "C", "C", "H", "H", "H", "H", "H", "H", "H", "H", "H", "H", "H", "H", "H"],
  "positions_angstrom": [[-6.60186, -1.81696, 0.99381], [-6.28939, -1.46360, 1.98528], [-5.54535, -1.75812, 0.07358], [-4.44653, -2.55904, 0.43920], [-3.35826, -2.46320, -0.64306], [-2.57887, -1.24949, -0.68706], [-1.72438, -1.02130, 0.45682], [-1.18056, -1.94157, 0.68452], [-0.72470, 0.08941, 0.11122], [-1.44143, 1.29282, -0.22984], [-1.44287, 2.48985, 0.39311], [-2.19233, 3.38848, 0.05582], [-0.43194, 2.73818, 1.50870], [-0.22074, 1.85404, 2.10860], [0.86294, 3.31168, 0.90398], [1.57700, 2.30139, 0.09410], [1.58611, 2.17034, -1.19045], [2.33383, 1.09113, -1.48155], [2.75784, 0.60400, -0.35460], [3.58668, -0.55325, -0.17200], [4.00239, -1.02778, 1.04247], [4.97645, -2.42344, 0.88204], [4.82802, -2.37681, -0.83474], [4.06862, -1.34034, -1.25561], [3.84035, -1.11189, -2.27926], [5.31837, -3.12675, -1.42215], [3.78872, -0.62713, 2.01332], [2.31051, 1.33295, 0.69946], [0.61260, 4.15294, 0.25783], [1.52014, 3.64874, 1.70868], [-0.86788, 3.50061, 2.15593], [-2.34988, 1.07123, -1.33998], [-3.33136, -0.04730, -0.99735], [-3.97594, -0.25045, -1.85257], [-3.96644, 0.27113, -0.15632], [-2.87694, 2.00558, -1.53269], [-1.75961, 0.78982, -2.21732], [-0.05109, 0.24189, 0.95232], [-0.14013, -0.22667, -0.76145], [-2.28854, -0.71246, 1.35610], [-2.66365, -3.29668, -0.50455], [-3.84709, -2.57374, -1.61394], [-4.05083, -2.24121, 1.41682], [-4.76467, -3.60980, 0.53460], [-7.38676, -1.16919, 0.60944], [-6.98644, -2.84022, 1.09356]],
  "forces_ev_per_angstrom": [[-0.0488, -0.0111, 0.0929], [-0.0317, -0.0026, -0.0293], [0.1574, 0.0535, -0.2242], [0.2714, -0.1470, -0.1430], [-0.3766, -0.0549, 0.3361], [0.0254, 0.0674, 0.0565], [0.2652, 0.0683, -0.1198], [0.0027, 0.0114, 0.0307], [0.0946, -0.3482, 0.3375], [-0.1712, -0.2297, -0.2245], [0.1576, 0.0021, 0.4280], [-0.0982, 0.4168, -0.0071], [-0.1129, 0.1462, -0.0774], [0.0163, 0.0282, 0.0170], [-0.0246, -0.2129, 0.2492], [0.0720, 0.2331, -0.4843], [-0.7854, 1.1950, 0.4901], [0.9405, -1.3258, 0.0622], [-0.4438, 0.5239, -0.6155], [0.3273, -0.4076, 0.5811], [0.0979, -0.1593, -0.1697], [-0.2058, 0.2560, -0.3471], [0.1058, -0.1188, 0.4007], [-0.0328, 0.0538, 0.0394], [-0.0129, -0.0045, -0.2311], [0.0791, -0.1299, -0.1879], [-0.0753, 0.1286, 0.1821], [0.1002, -0.1343, 0.0241], [0.0807, -0.0272, 0.0286], [-0.0319, 0.0795, -0.0723], [-0.0415, -0.1296, -0.0603], [-0.4332, 0.1461, -0.1452], [0.2219, 0.2314, -0.1796], [-0.0529, 0.0358, 0.0037], [-0.0043, 0.0053, -0.0667], [0.0817, -0.1375, -0.0278], [-0.0379, 0.0048, -0.0030], [-0.0121, 0.0506, -0.0719], [0.0284, 0.0116, 0.1080], [0.0398, -0.0476, -0.0147], [-0.0658, -0.0359, -0.0367], [0.0078, -0.1280, 0.0050], [-0.0423, -0.0404, -0.0402], [0.0346, 0.0735, 0.0186], [-0.0561, -0.0276, 0.0856], [-0.0101, 0.0378, 0.0021]],
  "mulliken_charge": [-0.78, 0.32, -0.28, -0.45, -1.14, 0.10, -1.11, 0.45, -0.75, 0.42, 0.68, -0.70, -0.71, 0.38, -0.77, 0.68, -0.50, -0.44, 0.66, 0.40, -0.43, -0.16, -0.16, -0.96, 0.43, 0.46, 0.46, -0.33, 0.35, 0.34, 0.40, -1.29, -0.46, 0.49, 0.26, 0.52, 0.35, 0.56, 0.15, 0.28, 0.43, 0.42, 0.35, 0.51, 0.24, 0.30],
  "max_force_ha_per_bohr": 0.0316,
  "relative_energy_ev": 0.9192,
  "homo_energy_ev": -8.488,
  "orbital_gap_ha": 0.32906,
  "smiles": "COCCN1CCN(C(=O)CCc2nnc(-c3ccsc3)o2)CC1",
  "energy_ha": -1465.79610,
  "spin_multiplicity": 1
}

=====

{
  "formula": "C16H23AuN4",
  "method": "ωB97M-V/def2-TZVPD",
  "symbols": ["Au", "N", "C", "C", "C", "C", "N", "H", "H", "H", "H", "H", "H", "H", "H", "H", "H", "H", "H", "C", "N", "C", "C", "C", "C", "C", "N", "C", "C", "C", "C", "C", "C", "H", "H", "H", "H", "H", "H", "H", "H", "H", "H", "H"],
  "positions_angstrom": [[0.70268, -1.00519, -0.25144], [-0.40825, -2.53300, -1.20763], [-1.69649, -2.99134, -0.58632], [-2.89510, -2.18644, -1.06819], [-3.21665, -0.87738, -0.34492], [-2.39818, 0.34813, -0.72776], [-1.11307, 0.44819, 0.01016], [-0.59059, -2.27651, -2.17603], [0.23800, -3.31845, -1.25120], [-1.59056, -2.93680, 0.49745], [-1.83605, -4.03703, -0.85584], [-3.76217, -2.84055, -0.97184], [-2.79153, -1.99597, -2.14353], [-3.17128, -1.02542, 0.74039], [-4.25673, -0.63756, -0.56594], [-2.98154, 1.24388, -0.50999], [-2.17984, 0.35976, -1.79666], [-1.30277, 0.40368, 1.00887], [-0.68916, 1.35573, -0.17720], [2.63760, 1.49787, -0.30147], [2.10572, 0.37632, 0.49394], [2.53190, 0.18820, 1.69567], [2.13544, -0.98557, 2.41844], [2.43787, -1.41075, 3.74574], [1.87559, -2.63808, 3.87137], [1.23130, -2.93424, 2.58293], [1.38766, -1.94779, 1.73895], [1.54186, 2.36176, -0.88311], [1.26240, 3.60411, -0.32724], [0.25477, 4.39863, -0.86363], [-0.46724, 3.95892, -1.96221], [-0.18254, 2.72264, -2.53257], [0.82566, 1.93253, -1.99837], [3.23478, 1.07743, -1.11300], [3.30255, 2.08588, 0.33090], [3.23042, 0.89124, 2.14150], [2.99782, -0.85892, 4.48456], [1.87401, -3.28622, 4.73423], [0.70382, -3.84227, 2.32105], [1.82983, 3.95748, 0.52619], [0.04175, 5.36431, -0.42541], [-1.22831, 4.59206, -2.39803], [-0.72099, 2.39693, -3.41351], [1.09558, 0.99983, -2.48929]],
  "forces_ev_per_angstrom": [[-0.4605, 0.2126, -0.0753], [0.1278, 0.0291, 0.1111], [-0.0250, 0.0609, -0.0339], [0.0157, 0.0469, 0.0183], [0.0725, -0.0098, -0.0373], [0.0077, -0.0945, 0.0045], [0.0953, -0.0059, -0.1056], [0.0074, 0.0110, -0.0056], [-0.0518, -0.0440, -0.0367], [0.0130, -0.0093, 0.0051], [0.0450, -0.0292, -0.0303], [0.0006, -0.0002, 0.0065], [-0.0621, -0.0576, 0.0093], [-0.0487, 0.0023, -0.0139], [-0.0134, 0.0070, 0.0175], [0.0296, 0.0568, 0.0064], [0.0316, 0.0105, 0.0069], [-0.0022, 0.0309, 0.0019], [0.0168, -0.0106, -0.0186], [-0.1459, 0.2454, -0.1503], [-0.0165, -0.0125, 0.1200], [0.0611, -0.0686, -0.0143], [0.0103, 0.0101, -0.1059], [0.0403, 0.1609, -0.0936], [-0.1427, -0.1637, -0.0558], [0.0931, -0.0621, 0.1292], [0.1922, -0.0801, 0.2460], [0.1076, -0.0565, 0.0716], [-0.1699, -0.0584, 0.1259], [0.0354, 0.0009, 0.0736], [-0.0109, -0.0209, -0.0366], [0.0361, -0.0051, -0.0031], [0.0821, -0.0022, -0.1876], [0.0081, -0.1770, 0.0540], [0.0138, 0.0280, 0.0035], [0.0075, -0.0127, 0.0332], [-0.0048, -0.0032, -0.0388], [0.0125, -0.0049, -0.0370], [-0.0073, 0.0380, 0.0311], [0.0012, 0.0104, -0.0227], [0.0261, 0.0109, -0.0238], [-0.0297, -0.0167, 0.0274], [0.0275, 0.0048, -0.0040], [-0.0266, 0.0281, 0.0277]],
  "mulliken_charge": [0.82, -0.54, -0.56, -0.72, -0.64, -0.72, -0.32, 0.31, 0.38, 0.23, 0.48, 0.36, 0.33, 0.35, 0.36, 0.48, 0.35, 0.31, 0.13, -1.23, -0.06, 0.56, 0.10, -0.81, -0.53, -0.32, -0.25, 0.51, -0.33, -0.67, -0.59, -0.59, -0.19, 0.27, 0.59, 0.42, 0.48, 0.45, 0.48, 0.40, 0.42, 0.45, 0.50, 0.51],
  "max_force_ha_per_bohr": 0.0100,
  "relative_energy_ev": 0.0000,
  "homo_energy_ev": [-15.210, -15.193],
  "orbital_gap_ha": [0.31201, 0.21695],
  "energy_ha": -977.57387,
  "charge": 2,
  "spin_multiplicity": 3
}

=====

{
  "formula": "C16H23BN6O2ReS2",
  "method": "ωB97M-V/def2-TZVPD",
  "symbols": ["Re", "C", "C", "C", "C", "C", "C", "C", "H", "H", "H", "H", "H", "H", "H", "H", "N", "N", "C", "O", "O", "H", "H", "H", "C", "N", "C", "C", "N", "B", "N", "C", "C", "N", "C", "C", "S", "C", "S", "H", "H", "H", "H", "H", "H", "H", "H", "H", "H", "H", "H"],
  "positions_angstrom": [[-0.87549, 0.57081, 0.91153], [-1.92802, -3.14576, -1.23121], [-2.11801, -2.35790, 0.03112], [-1.83153, -2.88232, 1.27250], [-1.99749, -2.11172, 2.42597], [-2.56855, -0.84264, 2.36782], [-2.95241, -0.29916, 1.11475], [-2.61804, -1.03228, -0.04130], [-1.33397, -2.58382, -1.95596], [-2.89498, -3.35567, -1.69510], [-1.43251, -4.09461, -1.03859], [-1.45712, -3.89537, 1.35276], [-1.73809, -2.53026, 3.39073], [-2.79824, -0.31198, 3.28370], [-3.62725, 0.54274, 1.04384], [-2.92894, -0.66163, -1.01012], [-1.69633, 2.26714, 2.20010], [-0.58222, 2.84221, 2.82747], [0.62045, 2.17624, 2.80965], [1.56165, 2.48113, 3.45753], [0.62637, 1.11150, 1.93594], [-2.14037, 2.96119, 1.59947], [-2.38334, 1.97378, 2.89417], [-0.72230, 3.56180, 3.52200], [2.73554, -2.33495, 1.75866], [3.02306, -1.10445, 1.01730], [4.21947, -0.42732, 1.04110], [4.05714, 0.67171, 0.27050], [2.76965, 0.66845, -0.21656], [2.17150, 1.91767, -0.97281], [1.21330, 1.42009, -2.12772], [1.61981, 0.98787, -3.36603], [0.51871, 0.81638, -4.13916], [-0.56527, 1.14195, -3.36049], [-1.96426, 1.13022, -3.80367], [-0.11358, 1.49397, -2.14550], [-1.15462, 2.02391, -0.84288], [2.15717, -0.41287, 0.25741], [0.53092, -0.98946, -0.09017], [3.54036, -2.50216, 2.46717], [2.66913, -3.18248, 1.08055], [1.80151, -2.22545, 2.30296], [5.07477, -0.78298, 1.58974], [4.75159, 1.45816, 0.03087], [1.52675, 2.57966, -0.20399], [3.08160, 2.51917, -1.47415], [2.66148, 0.85927, -3.60618], [0.41821, 0.51809, -5.16900], [-1.99703, 0.75416, -4.82059], [-2.37460, 2.13633, -3.78287], [-2.55561, 0.48165, -3.16329]],
  "forces_ev_per_angstrom": [[0.8651, 0.5796, -0.5399], [-0.0767, 0.0416, 0.0538], [-0.1145, -0.1662, -0.1728], [0.0206, -0.1431, 0.0933], [-0.0141, -0.0254, -0.0576], [0.5962, 0.1129, -0.0360], [-0.2659, 0.2028, -0.2448], [0.1234, 0.0630, 0.0064], [-0.0158, 0.0020, 0.0394], [0.0082, 0.0126, 0.0191], [-0.0020, 0.0160, 0.0089], [0.0003, 0.0404, 0.0229], [0.0216, 0.0388, -0.0095], [-0.0013, -0.0550, 0.0180], [-0.1731, -0.0584, 0.0802], [0.0018, 0.0618, 0.0196], [-0.1792, -0.2195, -0.3236], [-0.0225, 0.0512, -0.0450], [-0.0898, -0.1101, 0.0474], [0.2382, 0.0093, -0.0048], [-0.4815, -0.1314, 0.2705], [-0.0154, 0.0557, 0.0893], [-0.0041, 0.0173, -0.0135], [-0.0115, -0.0131, 0.0001], [0.0364, 0.0810, -0.1394], [-0.0050, -0.1956, 0.2644], [-0.0688, -0.1484, 0.0345], [-0.1064, 0.0904, -0.1244], [0.0121, 0.3038, -0.1009], [0.0605, -0.0171, -0.0277], [0.1756, 0.1237, 0.0405], [0.0525, 0.0470, 0.1328], [-0.0661, -0.0007, -0.0016], [-0.2648, -0.0621, -0.1151], [0.1450, 0.0459, 0.0509], [0.0711, -0.0657, -0.1533], [-0.0876, -0.5022, 0.4931], [0.1286, -0.0680, -0.0212], [-0.2720, 0.1101, 0.3233], [0.0212, 0.0090, -0.0077], [0.0091, -0.0108, -0.0299], [-0.0207, 0.0312, 0.0195], [-0.0645, -0.0227, 0.0044], [-0.0649, 0.0005, -0.0191], [0.0150, -0.0403, -0.0644], [-0.0901, -0.1181, 0.0545], [-0.0248, 0.0402, 0.0255], [-0.0349, -0.0008, 0.0438], [0.0211, -0.0146, -0.0188], [0.0122, 0.0395, -0.0025], [0.0022, -0.0382, 0.0174]],
  "mulliken_charge": [1.52, -1.34, 0.54, -0.32, -0.71, -0.68, -0.52, -0.03, 0.27, 0.42, 0.36, 0.45, 0.50, 0.48, 0.54, 0.52, -0.59, -0.26, 0.47, -0.52, -0.53, 0.39, 0.35, 0.26, -0.79, 0.19, -0.39, -0.58, 0.34, 0.07, 0.29, -0.46, -0.47, 0.20, -0.73, -0.05, -0.47, -0.58, 0.07, 0.33, 0.31, 0.32, 0.48, 0.52, -0.02, -0.12, 0.53, 0.49, 0.34, 0.36, 0.24],
  "max_force_ha_per_bohr": 0.0228,
  "relative_energy_ev": 1.0839,
  "homo_energy_ev": [-14.571, -14.628],
  "orbital_gap_ha": [0.23546, 0.22969],
  "energy_ha": -2001.55866,
  "charge": 2,
  "spin_multiplicity": 2
}

=====

Question: Which formula does entry 2 have?
Answer: C16H23AuN4